1.
163
Properties=species:S:1:pos:R:3 method="wB97M-V/def2-TZVPD" charge=0 multiplicity=1
C 2.856 -3.490 0.638
C 2.791 -2.797 -0.678
C 2.815 -1.179 -0.938
C 4.131 -0.483 -1.666
C 4.194 1.151 -1.986
C 2.898 2.119 -1.570
P 2.849 3.999 -1.910
C 2.164 4.360 -3.687
O 4.521 4.528 -1.816
C 1.598 1.417 -0.859
C 1.550 -0.220 -0.528
N 0.352 -0.901 0.160
C 0.351 -0.487 1.649
C -1.024 -0.731 2.429
C -1.157 -0.287 3.992
C 0.238 0.380 4.507
C 1.490 0.465 3.510
N 1.662 0.070 2.085
C -0.917 -0.485 -0.539
C -1.943 -1.727 -0.987
N -1.656 -3.195 -0.781
C -1.984 -3.683 0.610
C -1.773 -5.340 0.576
C -3.382 -1.309 -1.731
C -4.386 -2.541 -2.138
C -4.466 -2.871 -3.742
C -4.780 -4.510 -3.857
C -3.082 -2.602 -4.578
C -3.765 0.290 -2.035
C -5.229 0.559 -2.762
C -6.490 0.409 -1.673
C -5.997 0.358 -0.111
C -7.625 1.545 -2.008
C -2.732 1.541 -1.631
C -3.052 3.130 -1.958
Br -4.739 3.801 -1.044
C -3.124 3.472 -3.575
C -2.865 5.118 -3.719
Br -1.743 2.536 -4.681
C -1.336 1.098 -0.885
S 0.007 2.354 -0.361
H 2.789 -4.681 0.631
H 2.927 -2.837 1.610
H 2.663 -3.483 -1.646
H 5.030 -1.179 -1.978
H 5.153 1.598 -2.527
H 1.731 5.471 -3.633
H 1.308 3.591 -3.913
H 3.019 4.339 -4.507
H 4.896 4.344 -2.746
H -1.957 -1.225 1.918
H -2.131 -0.398 4.630
H 0.320 0.793 5.606
H 2.482 0.933 3.988
H -0.619 -3.358 -0.925
H -1.103 -3.290 1.314
H -3.049 -3.399 1.003
H -0.629 -5.499 0.282
H -2.491 -5.878 -0.176
H -1.857 -5.757 1.689
H -5.485 -2.217 -1.811
H -4.171 -3.538 -1.521
H -5.399 -2.304 -4.174
H -3.785 -5.107 -4.128
H -5.155 -4.970 -2.840
H -5.652 -4.724 -4.642
H -3.283 -2.877 -5.713
H -2.245 -3.325 -4.129
H -2.792 -1.469 -4.515
H -5.337 1.644 -3.204
H -5.345 -0.181 -3.677
H -6.988 -0.642 -1.908
H -6.924 0.475 0.597
H -5.222 1.179 0.196
H -5.482 -0.686 0.088
H -7.365 2.629 -1.654
H -8.633 1.238 -1.493
H -7.731 1.584 -3.182
H -2.185 3.830 -1.529
H -4.186 3.290 -4.050
H -2.067 5.363 -4.565
H -2.580 5.626 -2.703
H -3.866 5.652 -4.086
C -1.633 -9.156 -0.949
Cl -0.226 -8.112 -0.622
Cl -2.813 -8.267 -1.945
Cl -1.100 -10.615 -1.820
Cl -2.392 -9.628 0.592
C 5.267 8.033 -0.932
Cl 3.865 7.496 -1.891
Cl 5.393 7.042 0.544
Cl 6.753 7.850 -1.898
Cl 5.058 9.744 -0.481
C -8.833 -0.870 -5.486
Cl -7.409 -1.876 -5.855
Cl -9.404 -1.231 -3.838
Cl -8.388 0.852 -5.598
Cl -10.130 -1.225 -6.655
C -8.830 -2.315 1.585
Cl -8.362 -2.569 -0.116
Cl -10.211 -1.193 1.660
Cl -9.291 -3.875 2.313
Cl -7.454 -1.625 2.483
C 8.189 3.551 -3.102
Cl 6.786 3.013 -4.061
Cl 8.314 2.560 -1.626
Cl 9.674 3.368 -4.068
Cl 7.980 5.262 -2.652
C 3.689 -7.541 -0.957
Cl 4.156 -7.794 -2.658
Cl 2.307 -6.419 -0.882
Cl 3.227 -9.101 -0.230
Cl 5.064 -6.851 -0.060
C 8.489 11.701 -2.070
Cl 7.086 11.164 -3.029
Cl 8.614 10.710 -0.594
Cl 9.974 11.519 -3.036
Cl 8.280 13.413 -1.619
C 6.089 -2.297 2.586
Cl 6.556 -2.550 0.885
Cl 4.707 -1.174 2.661
Cl 5.627 -3.856 3.313
Cl 7.464 -1.606 3.483
C 0.089 7.525 0.064
Cl 1.495 8.569 0.390
Cl -1.092 8.414 -0.933
Cl 0.621 6.065 -0.808
Cl -0.671 7.053 1.605
C -8.311 -7.205 0.387
Cl -9.867 -7.505 1.202
Cl -6.977 -7.750 1.435
Cl -8.263 -8.103 -1.151
Cl -8.137 -5.462 0.062
C -13.111 -2.094 -9.463
Cl -11.705 -1.051 -9.137
Cl -14.292 -1.205 -10.459
Cl -12.579 -3.554 -10.335
Cl -13.871 -2.566 -7.922
C 2.308 -1.305 7.898
Cl 2.566 -2.854 8.739
Cl 3.174 -0.008 8.761
Cl 2.927 -1.424 6.231
Cl 0.566 -0.933 7.859
C 6.508 -1.473 11.097
Cl 5.106 -2.010 10.138
Cl 6.634 -2.464 12.572
Cl 7.994 -1.655 10.131
Cl 6.299 0.239 11.547
C 11.908 7.523 -3.451
Cl 10.831 6.142 -3.779
Cl 13.030 7.102 -2.132
Cl 12.839 7.913 -4.920
Cl 10.934 8.936 -2.974
C 8.908 -5.543 11.039
Cl 9.175 -7.184 10.398
Cl 7.252 -5.016 10.650
Cl 9.129 -5.554 12.807
Cl 10.078 -4.420 10.301
C 6.508 4.182 12.615
Cl 5.746 5.756 12.274
Cl 5.345 2.874 12.284
Cl 7.942 3.979 11.577
Cl 7.001 4.120 14.326

=====

2.
81
Properties=species:S:1:pos:R:3 method="wB97M-V/def2-TZVPD" charge=0 multiplicity=1
Pb 0.173 -0.139 0.147
O -0.763 -1.868 -2.802
C 0.023 -1.309 -3.865
C 1.416 -0.875 -3.435
N 1.477 0.107 -2.354
C 0.885 1.396 -2.749
C -0.650 1.478 -2.643
O -1.236 2.243 -3.398
O -1.188 0.738 -1.721
C 2.876 0.262 -1.953
C 3.046 1.146 -0.719
O 3.917 2.012 -0.737
O 2.263 0.884 0.288
H -1.080 -1.104 -2.264
H 0.150 -2.094 -4.608
H -0.517 -0.486 -4.340
H 1.974 -1.755 -3.113
H 1.924 -0.484 -4.330
H 1.283 2.162 -2.078
H 1.167 1.676 -3.767
H 3.253 -0.728 -1.681
H 3.501 0.663 -2.755
C -4.182 -2.583 3.020
N -3.293 -1.632 2.374
C -3.905 -0.363 2.010
C -1.932 -1.793 2.378
N -1.078 -0.815 2.481
C -1.370 0.312 3.288
C -1.961 0.150 4.549
C -2.243 1.224 5.377
C -1.944 2.507 4.938
C -1.324 2.678 3.713
C -0.971 1.598 2.887
N -0.333 1.832 1.648
C 0.561 2.810 1.575
N 0.568 3.631 0.507
C 1.787 4.239 -0.013
C -0.651 3.899 -0.259
N 1.488 3.025 2.542
C 1.957 4.349 2.912
C 1.973 1.932 3.371
N -1.512 -3.090 2.202
C -2.143 -3.964 1.221
C -0.217 -3.539 2.701
H -4.720 -2.087 3.834
H -3.613 -3.411 3.434
H -4.920 -2.980 2.318
H -4.144 0.246 2.884
H -4.825 -0.568 1.463
H -3.236 0.205 1.365
H -2.196 -0.858 4.874
H -2.690 1.060 6.350
H -2.189 3.370 5.547
H -1.094 3.683 3.368
H 2.663 3.797 0.450
H 1.786 5.325 0.129
H 1.860 4.036 -1.081
H -1.447 3.232 0.052
H -0.964 4.937 -0.107
H -0.479 3.758 -1.324
H 1.353 5.116 2.431
H 3.006 4.504 2.647
H 1.855 4.467 3.995
H 1.786 0.983 2.875
H 1.497 1.928 4.355
H 3.051 2.046 3.497
H -2.406 -4.929 1.666
H -1.459 -4.148 0.390
H -3.046 -3.502 0.831
H 0.347 -2.693 3.080
H 0.353 -4.013 1.904
H -0.356 -4.268 3.506
N 0.819 -3.407 -1.460
C 1.537 -4.521 -1.706
C 2.619 -4.502 -0.854
C 2.471 -3.306 -0.127
N 1.379 -2.645 -0.503
H 0.050 -3.002 -2.012
H 1.231 -5.231 -2.461
H 3.399 -5.243 -0.765
H 3.106 -2.888 0.646

=====

The evaluated Kohn-Sham gap for the records listed, in turn: 7.45; 8.11 eV.